# 1
The following is a DFT calculation (wB97M-V/def2-TZVPD) of 9 unconnected molecules or ions with the total composition C24H44Cl10O12.

As for the gap between HOMO and LUMO: 10.502 eV. The net charge is 0.

```
90
C24H44Cl10O12 | the OMol25 dataset | wB97M-V/def2-TZVPD
Cl -1.32 8.22 0.12
C 0.22 8.62 0.96
C 1.07 7.41 1.17
Cl 1.68 6.60 -0.24
H 0.00 9.09 1.92
H 0.85 9.35 0.45
H 0.51 6.68 1.77
H 1.89 7.76 1.80
Cl -0.99 -10.15 1.62
C 0.61 -10.00 0.90
C 0.77 -8.94 -0.26
Cl 0.37 -7.31 0.32
H 0.90 -10.97 0.50
H 1.37 -9.95 1.68
H 0.11 -9.25 -1.06
H 1.81 -8.90 -0.60
Cl 4.83 2.53 -2.61
C 5.20 1.13 -1.51
C 4.27 1.14 -0.30
Cl 4.51 -0.26 0.78
H 6.24 1.14 -1.21
H 5.03 0.25 -2.12
H 3.19 1.16 -0.43
H 4.41 2.01 0.35
Cl -1.13 3.66 8.46
C -1.46 4.09 6.77
C -0.20 4.27 5.98
Cl 0.82 5.54 6.67
H -2.14 4.94 6.82
H -1.99 3.26 6.32
H -0.41 4.62 4.98
H 0.35 3.33 5.92
Cl -7.40 -3.25 -3.79
C -6.96 -3.91 -2.19
C -5.78 -3.16 -1.57
Cl -4.24 -3.11 -2.46
H -6.84 -4.99 -2.29
H -7.91 -3.85 -1.65
H -5.62 -3.64 -0.61
H -6.11 -2.14 -1.35
C 1.30 -2.60 -3.87
C 0.94 -3.25 -5.19
O 0.95 -2.14 -6.02
C 1.48 -1.10 -5.49
O 1.39 0.06 -5.99
O 1.84 -1.41 -4.33
H 2.07 -3.17 -3.35
H 0.45 -2.44 -3.21
H -0.03 -3.73 -5.07
H 1.68 -3.90 -5.67
C 1.64 6.51 -6.09
C 2.08 7.23 -7.35
O 0.84 7.57 -7.94
C -0.12 6.79 -7.56
O -1.14 6.62 -8.20
O 0.31 6.08 -6.44
H 1.72 7.15 -5.21
H 2.26 5.70 -5.73
H 2.71 6.55 -7.93
H 2.62 8.16 -7.18
C -0.75 2.45 -2.13
C -2.10 2.36 -1.54
O -2.05 2.52 -0.14
C -1.52 1.62 0.69
O -1.16 1.94 1.82
O -1.40 0.39 0.15
C -1.05 -0.75 0.87
H -0.79 2.35 -3.22
H -0.16 1.60 -1.79
H -0.19 3.38 -2.01
H -2.58 1.42 -1.81
H -2.67 3.17 -2.01
H -0.04 -0.77 1.29
H -1.02 -1.63 0.23
H -1.57 -1.00 1.80
C 2.67 -3.30 5.97
C 1.21 -3.06 5.57
O 0.71 -4.41 5.36
C -0.59 -4.67 5.59
O -1.36 -3.86 6.10
O -0.81 -5.90 5.24
C -2.03 -6.55 5.50
H 2.94 -2.49 6.65
H 3.50 -3.43 5.28
H 2.69 -4.19 6.61
H 1.12 -2.43 4.69
H 0.76 -2.46 6.36
H -2.16 -7.56 5.10
H -2.73 -5.84 5.06
H -2.38 -6.61 6.53
```

=====

# 2
The following is a DFT calculation (wB97M-V/def2-TZVPD) of a gas-phase ion, C4H12NS2 (charge +1).

As for the gap between HOMO and LUMO: 8.841 eV. The net charge is +1.

```
19
C4H12NS2 | the OMol25 dataset | wB97M-V/def2-TZVPD
N 0.12 -2.45 0.34
C -0.22 -1.86 1.69
C 0.15 -0.40 1.75
S -1.02 0.72 0.93
S -0.49 0.61 -0.99
C 1.17 1.35 -1.14
C 1.82 0.87 -2.44
H 0.72 -1.83 -0.21
H 0.64 -3.32 0.50
H -0.69 -2.66 -0.24
H 0.26 -2.44 2.47
H -1.28 -1.98 1.91
H 1.15 -0.23 1.35
H 0.24 -0.04 2.78
H 1.18 2.44 -1.15
H 1.73 1.09 -0.25
H 1.57 1.54 -3.26
H 1.47 -0.12 -2.74
H 2.90 0.85 -2.30
```

=====

# 3
The following is a DFT calculation (wB97M-V/def2-TZVPD) of a molecular structure, C4H14O3Rb.

As for the gap between HOMO and LUMO: 9.628 eV. The net charge is +1.

```
22
C4H14O3Rb | the OMol25 dataset | wB97M-V/def2-TZVPD
Rb -0.29 -1.24 -0.72
C 0.81 -4.13 -0.85
O -0.43 -3.50 -0.65
H 0.75 -5.13 -1.27
H 1.42 -3.51 -1.51
H 1.32 -4.12 0.12
H -0.99 -4.07 -0.11
C -1.60 1.92 -1.24
O -0.73 0.79 -1.10
H -1.00 2.81 -1.05
H -2.05 1.83 -2.23
H -2.41 1.79 -0.52
H -0.21 0.92 -0.30
C 0.16 2.30 1.78
C 1.22 1.67 0.88
O 0.58 0.59 0.19
H 0.48 3.14 2.40
H -0.27 1.61 2.50
H -0.69 2.67 1.21
H 2.07 1.34 1.48
H 1.56 2.38 0.13
H 0.33 -0.04 0.87
```

=====

# 4
The following is a DFT calculation (wB97M-V/def2-TZVPD) of 10 unconnected molecules or ions with the total composition H20O10.

As for the gap between HOMO and LUMO: 11.236 eV. The net charge is 0.

```
30
H20O10 | the OMol25 dataset | wB97M-V/def2-TZVPD
H -0.37 -2.35 0.49
H -0.66 -1.75 1.86
H -1.47 -1.49 -1.34
H -0.74 -2.79 -1.99
H 1.01 -1.30 -1.61
H 2.23 -1.12 -0.78
H -0.55 1.97 -1.44
H -1.30 2.08 -0.10
H 1.56 0.72 -1.67
H 1.59 2.14 -2.38
H 3.11 -1.69 1.25
H 1.48 -1.56 1.38
H -2.17 0.54 -1.11
H -3.47 -0.30 -1.41
H 2.12 0.71 1.27
H 1.79 1.82 0.28
H -0.75 2.77 2.25
H 0.37 1.87 1.60
H -2.46 -0.64 1.12
H -1.50 0.42 1.77
O -0.02 -2.38 1.44
O -0.67 -2.05 -1.28
O 1.93 -0.94 -1.70
O -1.44 1.97 -1.06
O 1.29 1.63 -1.59
O 2.32 -1.15 1.00
O -2.60 -0.36 -0.99
O 1.90 1.68 1.22
O -0.64 2.05 1.59
O -1.88 -0.52 1.93
```

=====

# 5
The following is a DFT calculation (wB97M-V/def2-TZVPD) of a molecular structure, C19H19Cl12N3.

As for the gap between HOMO and LUMO: 8.749 eV. The net charge is 0.

```
53
C19H19Cl12N3 | the OMol25 dataset | wB97M-V/def2-TZVPD
N 0.07 0.47 -4.86
C 0.39 -0.50 -5.74
C 1.16 -1.63 -5.42
C 1.58 -1.74 -4.09
C 1.19 -0.82 -3.22
C 0.43 0.27 -3.57
H 0.03 -0.23 -6.72
H 1.32 -2.46 -6.09
H 2.23 -2.55 -3.79
H 1.63 -0.86 -2.23
H 0.13 0.95 -2.79
N 2.96 2.38 1.43
C 2.12 1.48 0.86
C 2.50 0.39 0.08
C 3.89 0.11 0.09
C 4.81 0.95 0.70
C 4.30 2.14 1.33
H 1.05 1.62 0.80
H 1.73 -0.24 -0.34
H 4.24 -0.67 -0.58
H 5.86 0.72 0.68
H 5.00 2.84 1.76
N -2.19 0.32 5.56
C -0.89 0.33 5.14
C -0.44 0.00 3.80
C -1.41 -0.43 2.91
C -2.75 -0.65 3.39
C -3.08 -0.15 4.66
H -0.11 0.57 5.84
H 0.61 0.03 3.56
H -1.13 -0.90 1.99
H -3.49 -1.07 2.73
H -4.12 -0.24 4.91
C -4.59 -0.99 -0.49
Cl -2.94 -0.86 -0.36
Cl -5.13 -2.40 -1.33
Cl -5.04 0.47 -1.41
H -5.08 -0.92 0.48
C -0.38 3.49 1.97
Cl -1.07 5.15 2.39
Cl 0.21 2.59 3.37
Cl 0.84 3.63 0.65
H -1.21 2.90 1.59
C -0.50 -2.86 -2.01
Cl 1.07 -2.72 -1.06
Cl -1.41 -1.35 -1.97
Cl -1.67 -3.99 -1.35
H -0.45 -3.11 -3.07
C -0.58 0.07 -0.06
Cl 0.56 0.21 -1.45
Cl -0.80 1.69 0.72
Cl 0.02 -1.09 1.09
H -1.48 -0.35 -0.50
```

=====

# 6
The following is a DFT calculation (wB97M-V/def2-TZVPD) of a molecular structure, C38H35BrNO3P2RuS5Si.

The spin multiplicity is 2. Its expectation value of S² is 0.77. As for the gap between HOMO and LUMO (spin up / spin down): 7.187 / 6.019 eV. The net charge is 0.

```
87
C38H35BrNO3P2RuS5Si | the OMol25 dataset | wB97M-V/def2-TZVPD
Ru 0.49 -0.54 -0.28
O -3.68 -3.28 2.19
C -3.03 -2.51 1.28
C -3.71 -1.91 0.21
C -2.99 -1.12 -0.66
N -1.68 -0.97 -0.48
C -1.07 -1.51 0.53
Br 0.97 -0.80 2.40
C -1.67 -2.31 1.47
H -4.60 -3.38 1.94
H -4.77 -2.06 0.07
H -3.45 -0.63 -1.51
H -1.15 -2.74 2.31
O 0.77 1.60 -0.65
P 0.92 2.83 0.22
C 0.59 2.50 1.97
P -1.18 2.18 2.26
O -1.81 1.43 1.14
C -1.97 3.79 2.52
C -3.36 3.81 2.39
C -4.07 4.97 2.64
C -3.40 6.13 3.04
C -2.02 6.11 3.17
C -1.31 4.95 2.92
C -1.30 1.34 3.84
C -2.28 0.35 3.95
C -2.41 -0.36 5.13
C -1.56 -0.09 6.20
C -0.59 0.89 6.09
C -0.46 1.60 4.91
C 2.59 3.48 0.10
C 3.11 4.41 1.00
C 4.36 4.97 0.78
C 5.09 4.60 -0.34
C 4.59 3.65 -1.23
C 3.34 3.09 -1.01
C -0.20 4.11 -0.36
C -1.36 3.70 -1.01
C -2.26 4.64 -1.47
C -2.01 5.99 -1.30
C -0.84 6.41 -0.67
C 0.07 5.47 -0.21
H 0.98 3.29 2.61
H 1.12 1.56 2.18
H -3.87 2.92 2.06
H -5.14 4.98 2.53
H -3.95 7.03 3.24
H -1.49 7.01 3.47
H -0.23 4.96 3.03
H -2.91 0.13 3.10
H -3.16 -1.14 5.21
H -1.65 -0.66 7.11
H 0.08 1.09 6.92
H 0.32 2.36 4.82
H 2.55 4.70 1.88
H 4.76 5.69 1.48
H 6.07 5.03 -0.52
H 5.17 3.35 -2.09
H 2.95 2.34 -1.68
H -1.55 2.64 -1.13
H -3.17 4.32 -1.97
H -2.71 6.73 -1.66
H -0.63 7.46 -0.55
H 0.98 5.80 0.27
S 0.29 -4.98 -6.00
C 0.41 -3.99 -4.72
S 0.54 -4.55 -3.08
C 0.63 -2.99 -2.31
C 0.54 -1.89 -3.16
S 0.67 -0.30 -2.60
S 0.38 -2.25 -4.85
S 0.91 -2.86 -0.65
C 6.24 1.02 0.73
Si 5.37 -0.64 0.72
C 6.30 -1.84 -0.37
C 5.21 -1.29 2.47
C 3.67 -0.45 0.07
C 2.46 -0.46 -0.06
H 7.22 0.96 1.22
H 5.64 1.77 1.27
H 6.39 1.39 -0.28
H 7.32 -2.02 -0.02
H 6.35 -1.47 -1.39
H 5.77 -2.80 -0.39
H 6.17 -1.58 2.90
H 4.54 -2.15 2.49
H 4.76 -0.53 3.11
```

=====

# 7
The following is a DFT calculation (wB97M-V/def2-TZVPD) of 9 unconnected molecules or ions with the total composition C51H118N6O11.

As for the gap between HOMO and LUMO: 8.278 eV. The net charge is 0.

```
186
C51H118N6O11 | the OMol25 dataset | wB97M-V/def2-TZVPD
C 2.23 1.20 1.40
O 2.15 1.19 2.83
C 3.39 0.85 3.41
C 3.21 0.18 4.77
N 2.78 1.16 5.77
C 2.60 0.52 7.07
C 2.12 1.44 8.17
O 0.93 2.08 7.78
C 0.37 2.94 8.73
H 2.71 0.29 1.04
H 2.86 2.05 1.12
H 1.22 1.33 1.02
H 4.09 1.69 3.50
H 3.89 0.06 2.84
H 4.21 -0.12 5.10
H 2.51 -0.67 4.74
H 1.87 1.54 5.51
H 3.52 -0.02 7.31
H 1.79 -0.22 6.97
H 2.89 2.17 8.44
H 1.96 0.86 9.09
H -0.06 2.42 9.59
H -0.45 3.43 8.20
H 1.04 3.74 9.05
C -2.41 0.82 1.30
O -2.66 1.87 2.19
C -1.58 2.25 3.01
C -0.89 1.11 3.79
N -1.75 0.59 4.86
C -1.85 1.45 6.04
C -2.42 0.71 7.22
O -3.84 0.57 7.07
C -4.49 0.55 8.31
H -2.23 -0.13 1.83
H -1.49 0.99 0.72
H -3.29 0.60 0.71
H -1.93 3.03 3.68
H -0.76 2.56 2.34
H -0.01 1.58 4.23
H -0.55 0.35 3.08
H -2.66 0.45 4.43
H -2.45 2.35 5.87
H -0.82 1.77 6.22
H -2.17 1.25 8.13
H -2.06 -0.32 7.29
H -4.19 -0.26 8.99
H -5.56 0.43 8.16
H -4.29 1.47 8.87
C -7.16 -3.82 -3.07
C -6.49 -2.45 -2.80
C -7.48 -1.73 -1.88
C -6.85 -0.55 -1.14
C -5.67 -1.02 -0.28
C -4.64 -1.73 -1.18
N -5.28 -2.73 -2.03
O -4.32 -3.50 -2.70
C -3.84 -0.71 -2.01
C -3.64 -2.41 -0.24
C -6.18 -1.79 -4.15
H -7.27 -4.37 -2.12
H -6.55 -4.53 -3.65
H -8.18 -3.79 -3.45
H -8.24 -1.30 -2.54
H -8.00 -2.33 -1.13
H -7.64 -0.12 -0.51
H -6.58 0.26 -1.82
H -5.98 -1.69 0.52
H -5.27 -0.11 0.16
H -3.23 -0.07 -1.37
H -3.04 -1.18 -2.59
H -4.51 -0.04 -2.54
H -2.88 -2.96 -0.79
H -3.17 -1.76 0.50
H -4.25 -3.07 0.38
H -5.34 -2.32 -4.59
H -5.80 -0.78 -3.99
H -7.02 -1.68 -4.83
H -4.53 -4.42 -2.53
C 2.59 -3.52 0.02
C 1.97 -3.55 1.40
C 0.64 -2.79 1.38
C -0.55 -3.64 0.94
C -0.63 -4.91 1.80
C 0.67 -5.73 1.76
N 1.81 -4.85 2.02
O 3.04 -5.58 2.09
C 0.56 -6.77 2.85
C 0.75 -6.37 0.36
C 2.90 -2.72 2.31
H 2.68 -2.48 -0.32
H 1.89 -3.96 -0.71
H 3.45 -4.18 -0.08
H 0.47 -2.37 2.38
H 0.67 -1.92 0.72
H -0.52 -3.77 -0.14
H -1.43 -3.01 1.11
H -1.44 -5.50 1.38
H -0.88 -4.59 2.82
H -0.42 -7.27 2.87
H 1.40 -7.47 2.86
H 0.47 -6.31 3.84
H 1.68 -6.93 0.23
H -0.04 -7.11 0.17
H 0.66 -5.64 -0.44
H 3.03 -1.71 1.93
H 3.87 -3.17 2.50
H 2.42 -2.58 3.29
H 3.09 -5.71 3.04
C 0.39 4.61 0.70
C -0.01 5.45 -0.51
C -1.29 6.22 -0.16
C -1.64 7.28 -1.19
C -0.45 8.24 -1.39
C 0.88 7.55 -1.71
N 1.05 6.38 -0.84
O 2.32 5.79 -1.02
C 0.92 7.17 -3.22
C 1.97 8.58 -1.42
C -0.36 4.46 -1.66
H 0.59 5.27 1.54
H -0.49 4.06 1.06
H 1.19 3.89 0.54
H -2.09 5.47 -0.14
H -1.29 6.68 0.83
H -1.93 6.93 -2.17
H -2.48 7.82 -0.74
H -0.33 8.90 -0.53
H -0.81 8.89 -2.19
H -0.03 6.73 -3.50
H 1.70 6.44 -3.44
H 1.17 8.06 -3.78
H 2.96 8.29 -1.78
H 2.13 8.75 -0.35
H 1.73 9.50 -1.95
H -1.00 3.63 -1.35
H -0.83 4.89 -2.54
H 0.58 3.99 -1.99
H 2.23 5.20 -1.78
C 5.63 -2.57 -4.53
C 4.15 -2.63 -4.16
C 3.81 -1.39 -3.28
C 3.47 -0.14 -4.12
C 2.40 -0.44 -5.15
C 2.80 -1.57 -6.08
N 3.26 -2.74 -5.33
O 3.43 -3.90 -6.07
C 1.57 -1.95 -6.90
C 3.87 -1.01 -7.05
C 3.87 -3.88 -3.29
H 5.85 -1.66 -5.09
H 5.82 -3.38 -5.26
H 6.26 -2.76 -3.67
H 2.99 -1.60 -2.60
H 4.65 -1.07 -2.67
H 4.32 0.39 -4.56
H 3.04 0.58 -3.41
H 2.19 0.46 -5.72
H 1.51 -0.66 -4.56
H 1.23 -1.08 -7.46
H 1.78 -2.70 -7.67
H 0.75 -2.36 -6.32
H 4.55 -0.29 -6.59
H 4.50 -1.82 -7.45
H 3.41 -0.56 -7.93
H 4.40 -3.90 -2.34
H 4.09 -4.75 -3.91
H 2.80 -4.02 -3.10
H 4.23 -3.78 -6.61
C -0.15 0.71 -1.93
O 0.09 -0.54 -1.28
H -0.93 1.26 -1.43
H 0.77 1.31 -1.89
H -0.30 0.51 -3.00
H 0.26 -1.22 -1.95
C 3.97 3.13 -2.58
O 3.16 4.06 -3.29
H 3.33 2.61 -1.87
H 4.43 2.38 -3.22
H 4.76 3.65 -2.03
H 3.72 4.51 -3.92
C -0.26 -3.82 -3.22
O 0.49 -2.61 -3.36
H -1.13 -3.66 -2.58
H -0.60 -4.22 -4.18
H 0.39 -4.53 -2.70
H 1.29 -2.84 -3.87
```